1.
# C2H10NOS2

2 unconnected molecules or ions with the total composition C2H10NOS2 at a distorted geometry (ωB97M-V/def2-TZVPD, OMol25).

## Properties
spin multiplicity: 1
total charge: +1
LUMO: -3.32 eV
gap between HOMO and LUMO: 0.3465 Eh
energy above the lowest of the compared OMol25 structures with the same formula, charge and spin: 4.5 kcal per mole
calculated total energy: -27438.097 eV
HOMO level: -12.753 eV

Structure (XYZ):
```
16
Properties=species:S:1:pos:R:3:forces:R:3
N 0.722687 -0.015617 -1.736171 -0.1046 -0.1316 -1.0443
C 1.183524 0.338963 -0.372904 0.8987 0.1393 0.7117
C 0.543184 -0.601931 0.607107 -1.0722 -0.0129 0.0864
S -1.281641 -0.356279 0.598407 -0.1784 -0.2848 0.1071
S -1.626246 1.603121 1.126633 0.3443 -0.1191 -0.4557
H 0.791210 -1.028371 -1.837040 0.0718 -0.3372 0.1221
H 1.310481 0.338709 -2.494147 0.0883 0.3355 0.2751
H -0.244693 0.249731 -1.948616 0.0217 0.0423 0.4102
H 0.917573 1.348498 -0.111061 -0.4238 0.4903 -0.2806
H 2.272567 0.331525 -0.376755 -0.0425 -0.4166 -0.0480
H 0.619822 -1.647495 0.330730 0.1634 -0.2452 -0.3430
H 0.897098 -0.575496 1.628103 0.3349 0.5579 0.1077
H -1.242065 1.484505 2.391849 -0.0578 0.0254 0.4859
H 2.966687 -2.511486 -0.452200 -0.0936 0.1353 -0.3384
H 3.141623 -2.541830 -1.976570 -0.0636 0.0517 0.1728
O 2.662727 -2.084880 -1.270153 0.1134 -0.2302 0.0310
```
Forces are in eV/Å.

2.
# C2H5NSi

2 unconnected molecules or ions with the total composition C2H5NSi at a distorted geometry (ωB97M-V/def2-TZVPD, OMol25).

## Properties
spin multiplicity: 1
LUMO: -0.49 eV
gap between HOMO and LUMO: 0.3016 Eh
energy above the lowest of the compared OMol25 structures with the same formula, charge and spin: 85.3 kcal per mole
calculated total energy: -11518.105 eV
HOMO level: -8.691 eV

Structure (XYZ):
```
9
Properties=species:S:1:pos:R:3:forces:R:3
C 0.642904 0.635378 2.183414 0.2052 -0.6965 -3.0422
C 0.593045 0.074222 1.079425 -1.0276 -0.5699 1.9600
N 0.254751 -0.687886 0.017988 -0.2398 -4.1735 2.0697
Si -0.490228 0.006848 -1.364763 -0.6058 2.0463 0.7375
H 1.058467 1.376330 2.797985 0.2341 0.2343 0.8379
H -0.117139 -2.092722 0.319660 1.4176 5.1849 -0.9560
H 0.134483 -0.576052 -2.500830 0.2107 -0.4037 -1.0485
H -0.116002 1.587151 -1.275335 -0.6663 -1.9926 -0.1769
H -1.960281 -0.323269 -1.257546 0.4720 0.3706 -0.3815
```
Forces are in eV/Å.

3.
# C14H48O10

10 unconnected molecules or ions with the total composition C14H48O10 at a distorted geometry (ωB97M-V/def2-TZVPD, OMol25).

## Properties
spin multiplicity: 1
SMILES: CCO.CCO.CCO.CCO.CCO.CCO.CCO.O.O.O
LUMO: 0.00 eV
gap between HOMO and LUMO: 0.3669 Eh
energy above the lowest of the compared OMol25 structures with the same formula, charge and spin: 76.3 kcal per mole
calculated total energy: -35767.657 eV
HOMO level: -9.982 eV

Structure (XYZ):
```
72
Properties=species:S:1:pos:R:3:forces:R:3
O -0.667518 -1.005999 -3.151053 0.1666 0.3170 -0.0812
H -1.509195 -1.341393 -2.842287 -0.2304 -0.1255 0.0427
H -0.076796 -1.757522 -3.101086 0.1357 -0.3100 0.0527
O 3.417869 0.204425 1.223870 0.7975 -0.0692 -0.1595
H 2.464616 0.211865 1.310451 -0.7448 -0.1636 0.2402
H 3.641721 1.096475 0.958602 0.1881 0.1632 -0.0381
O -0.955334 0.631969 3.377999 -0.3173 -0.0144 0.0634
H -0.717354 1.064113 4.198266 0.2836 0.0622 0.2582
H -1.903200 0.747832 3.311900 -0.3129 -0.0201 -0.0606
C -2.643626 -3.181119 1.629434 1.7290 -0.9705 -0.3280
C -2.161770 -4.155056 2.712963 -1.2953 0.2595 1.1453
O -1.488762 -5.290680 2.250746 -0.1813 -0.1775 0.0035
H -2.774071 -3.849788 0.778574 -1.2408 0.1805 -0.1581
H -1.787025 -2.626618 1.246203 0.1322 0.5857 0.3726
H -3.444762 -2.503837 1.925370 -0.0962 -0.3479 -0.2275
H -3.013095 -4.550044 3.267330 -0.5427 -0.2577 -0.4656
H -1.713581 -3.646968 3.566819 1.0933 0.3153 -0.2307
H -0.636899 -5.076800 1.863215 0.3519 0.4585 -0.0098
C 2.079216 -3.044544 -0.305872 0.9905 0.7894 -2.2898
C 1.994661 -3.552954 1.057804 0.5121 -0.1176 -0.0324
O 0.909363 -4.451023 1.048496 -1.1283 -0.3327 0.6485
H 1.148361 -2.576230 -0.625721 -0.0876 -0.0724 0.0303
H 2.338226 -3.879454 -0.956979 -0.3196 -0.1452 -0.4345
H 2.883864 -2.336495 -0.504101 0.0489 0.2349 0.4046
H 1.868145 -2.667933 1.681370 -0.1529 -0.7174 0.8280
H 2.843156 -4.215039 1.230402 0.6302 0.8565 0.7999
H 1.119910 -4.999424 0.289204 -0.4390 -0.3903 -0.0502
C 1.993637 -0.912852 4.509503 -0.2965 -0.0198 0.3769
C 2.370866 -1.690367 5.774327 0.3825 -0.3538 -1.0891
O 1.640679 -1.299636 6.881127 -1.0256 0.9992 1.4697
H 2.529321 -1.182771 3.599396 0.2653 -0.1231 0.2142
H 2.179290 0.140626 4.718817 -0.0457 0.1041 -0.1709
H 0.931655 -1.041047 4.300078 -0.1165 0.0095 0.0218
H 3.402749 -1.450002 6.030366 0.1894 -0.4400 -0.1744
H 2.198464 -2.761638 5.670640 0.5980 -0.1844 -0.4764
H 0.866921 -1.851709 7.015712 0.0572 0.0031 -0.1897
C -4.642976 3.981668 -3.576383 1.5263 -0.9103 -0.0661
C -4.182343 2.666347 -2.868820 -1.6938 -0.2721 -0.4961
O -3.523248 1.850959 -3.810592 0.9605 0.0928 -0.9349
H -5.254476 4.667598 -2.990154 -0.0407 -0.3671 0.0336
H -5.120535 3.636928 -4.493552 -0.5421 0.0850 0.2184
H -3.782482 4.520556 -3.972935 0.2131 0.2002 0.3439
H -5.106437 2.111275 -2.707389 -0.4099 0.2358 0.8358
H -3.606808 2.643832 -1.943429 -0.0174 0.9563 0.1314
H -3.312056 1.013523 -3.391426 0.0456 0.0106 -0.0536
C 2.586522 0.756586 -3.251968 0.3880 1.8638 0.0925
C 3.276906 0.260376 -4.519270 -1.2807 0.8629 1.8144
O 2.349486 -0.659901 -5.016163 0.6697 -1.4976 -1.7343
H 3.070575 1.688064 -2.958452 0.3489 -0.1757 0.8188
H 2.483889 0.025961 -2.449620 0.6593 -0.0652 0.0210
H 1.567610 1.113644 -3.401705 -0.2236 -0.2046 -0.6889
H 4.284687 -0.052901 -4.246638 -0.1068 -1.2660 -0.0175
H 3.521771 1.057366 -5.221389 -0.7511 0.2140 -0.3004
H 1.581280 -0.734955 -4.445347 0.2182 0.3318 0.0155
C -0.231030 4.160751 -2.303762 0.0669 2.2946 0.8659
C -0.049936 5.050755 -0.958892 0.1845 -1.7558 -1.9481
O -0.524554 6.379679 -1.091612 -0.5545 -0.5412 0.3655
H 0.448362 3.308600 -2.322907 -0.1498 0.0541 -0.0597
H -0.015120 4.893354 -3.081433 0.5611 -0.3395 -0.4211
H -1.264681 3.907781 -2.539716 -0.0406 -0.3771 0.5492
H 1.016924 5.072731 -0.736536 0.0562 -0.1473 0.1648
H -0.557616 4.446974 -0.206697 -0.2082 0.8798 0.5192
H 0.148123 6.913959 -1.520169 0.0640 -0.1252 -0.0342
C -1.250613 0.288458 -0.006468 -0.0369 -0.5176 -0.9205
C 0.044456 0.852105 0.517542 0.5252 0.3887 0.1273
O 0.729101 -0.017390 1.429987 -0.7222 -0.1177 -0.8804
H -2.100677 0.175494 0.666381 0.3403 -0.0636 0.4053
H -0.980527 -0.665287 -0.459818 -0.2948 -0.3467 0.2581
H -1.633346 0.843805 -0.862748 0.1627 0.4766 0.0291
H -0.086744 1.811144 1.018662 -0.1089 0.2126 -0.0889
H 0.734369 0.983607 -0.316019 -0.0585 0.1363 -0.0987
H 0.052437 -0.151812 2.097556 0.2716 -0.1909 0.8280
```
Forces are in eV/Å.

4.
# C29H46AsBrN3O4PbS3Si3

A molecular structure, C29H46AsBrN3O4PbS3Si3 (ωB97M-V/def2-TZVPD, OMol25).

## Properties
spin multiplicity: 1
total charge: +1
LUMO: -2.40 eV
gap between HOMO and LUMO: 0.2895 Eh
energy above the lowest of the compared OMol25 structures with the same formula, charge and spin: 1.7 kcal per mole
calculated total energy: -235746.537 eV
HOMO level: -10.279 eV

Structure (XYZ):
```
91
Properties=species:S:1:pos:R:3:forces:R:3
Pb -0.575345 1.415598 1.328403 -0.0657 -0.0810 0.0146
O -1.194552 1.127432 -0.931975 -0.0319 -0.0324 -0.0011
N -2.225083 1.890911 -1.306631 0.0119 -0.0007 0.0197
C -3.098498 1.352434 -2.186935 0.0303 0.0066 0.0382
C -4.154627 2.074507 -2.667233 -0.0043 -0.0045 0.0029
C -4.324856 3.385780 -2.221780 -0.0047 0.0057 -0.0031
C -3.445495 3.904464 -1.304692 0.0022 0.0055 0.0063
C -2.372319 3.147775 -0.812421 -0.0015 -0.0074 -0.0186
S -1.291712 3.783593 0.376101 0.0149 -0.0174 -0.0360
H -2.888149 0.323945 -2.439559 0.0074 -0.0316 -0.0221
H -4.835971 1.614582 -3.367064 0.0003 -0.0008 -0.0027
H -5.150406 3.985365 -2.579914 -0.0015 -0.0018 -0.0006
H -3.562642 4.905947 -0.917738 0.0025 0.0003 0.0016
O 0.115002 -0.281169 6.368747 0.0173 -0.0147 -0.0146
C 0.932047 0.026438 5.345732 -0.0244 -0.0087 0.0293
C 1.807274 -0.882500 4.758894 0.0095 -0.0111 -0.0315
C 2.584421 -0.449726 3.702547 -0.0179 -0.0291 0.0060
N 2.558280 0.790171 3.208986 0.0061 0.0075 -0.0081
C 1.728993 1.625972 3.806643 0.0314 0.0350 0.0096
Br 1.669674 3.400820 3.115836 0.0223 0.0306 0.0470
C 0.888104 1.327205 4.857731 -0.0166 0.0121 -0.0152
H 0.227668 -1.202900 6.628385 -0.0014 0.0147 -0.0021
H 1.872427 -1.905912 5.105717 0.0055 0.0011 0.0013
H 3.267725 -1.140898 3.220565 0.0052 -0.0013 -0.0063
H 0.207144 2.053692 5.273906 -0.0032 0.0012 -0.0010
O -1.990862 1.817245 3.311687 0.0270 0.0321 0.0240
C -2.957351 1.287997 2.713031 -0.0267 -0.0016 0.0293
O -2.828536 0.867000 1.512850 0.0127 0.0077 -0.0514
C -4.273457 1.126199 3.390181 0.0081 -0.0063 0.0112
C -5.344315 0.556065 2.709593 -0.0066 -0.0051 -0.0014
C -6.564940 0.402184 3.347120 0.0035 0.0045 0.0004
C -6.715429 0.816412 4.664094 0.0039 0.0003 -0.0039
C -5.647195 1.386358 5.344291 -0.0028 -0.0010 -0.0065
C -4.426194 1.542867 4.708192 -0.0080 0.0008 0.0010
H -5.208623 0.242168 1.683209 0.0053 0.0025 0.0028
H -7.400132 -0.038940 2.819089 -0.0022 0.0004 0.0015
H -7.669226 0.696167 5.161303 -0.0002 0.0006 0.0022
H -5.768584 1.709497 6.369643 0.0004 0.0026 0.0010
H -3.582222 1.986499 5.218395 0.0014 0.0005 -0.0029
C 5.766786 -1.567820 -2.038209 0.0217 -0.0169 0.0016
Si 4.538990 -1.360923 -0.658181 -0.0255 0.0034 -0.0094
C 4.064866 -2.965561 0.148010 -0.0114 -0.0166 0.0020
C 4.993801 -0.042844 0.566604 0.0174 0.0153 0.0108
As 2.497350 -0.560440 -1.658481 0.0290 -0.0463 0.0335
Si 1.418989 -1.885081 -3.367173 0.0229 0.0301 0.0225
C 1.068097 -3.508079 -2.543188 -0.0215 -0.0213 -0.0137
C -0.097482 -0.915887 -3.806232 -0.0365 -0.0017 -0.0088
C 2.675754 -1.991450 -4.734830 0.0239 -0.0136 -0.0059
Si 2.597312 1.838158 -1.994962 -0.0549 -0.0381 -0.0293
C 1.165421 2.327185 -3.060943 0.0112 -0.0011 -0.0178
C 4.233855 1.969106 -2.880111 0.0215 -0.0024 -0.0058
C 2.582455 2.623929 -0.317424 0.0266 0.0211 -0.0016
H 6.699781 -1.954954 -1.619938 0.0107 0.0109 -0.0164
H 5.994912 -0.624173 -2.534784 -0.0004 0.0097 -0.0089
H 5.424907 -2.281276 -2.789563 -0.0030 -0.0011 0.0118
H 4.940619 -3.377160 0.657006 -0.0014 0.0029 0.0112
H 3.726489 -3.708748 -0.575236 0.0014 0.0051 -0.0031
H 3.278023 -2.829280 0.892269 0.0121 -0.0107 0.0022
H 5.827482 -0.394070 1.181103 0.0050 -0.0023 -0.0031
H 4.168409 0.207727 1.238466 0.0022 -0.0240 0.0180
H 5.316623 0.875602 0.072917 0.0003 0.0013 0.0033
H 0.393841 -3.381171 -1.693332 0.0094 -0.0016 -0.0058
H 1.973554 -4.020559 -2.216982 0.0160 0.0106 0.0014
H 0.565913 -4.156126 -3.268154 -0.0052 -0.0101 0.0179
H -0.556447 -0.486828 -2.912458 -0.0187 0.0019 0.0029
H -0.831444 -1.579196 -4.272387 0.0020 0.0091 0.0108
H 0.127856 -0.113285 -4.508439 0.0121 0.0085 -0.0073
H 3.555886 -2.561168 -4.432724 0.0040 0.0066 -0.0140
H 2.999095 -1.006564 -5.077373 -0.0052 0.0042 0.0036
H 2.231556 -2.502947 -5.592695 -0.0021 -0.0019 0.0025
H 1.234747 1.910594 -4.066290 -0.0041 0.0007 -0.0063
H 1.156816 3.417402 -3.148889 -0.0070 0.0040 0.0140
H 0.229381 2.014405 -2.594162 -0.0033 0.0064 -0.0033
H 4.296443 1.321495 -3.757633 -0.0135 -0.0042 0.0035
H 5.075100 1.745533 -2.222167 0.0092 -0.0008 -0.0053
H 4.355938 2.997313 -3.231207 0.0098 -0.0004 0.0074
H 1.591723 3.036216 -0.113600 0.0015 -0.0117 -0.0056
H 3.289720 3.458334 -0.313824 -0.0020 -0.0028 0.0250
H 2.857630 1.954902 0.499716 -0.0276 0.0187 -0.0026
C -3.277904 -2.178063 0.086260 0.0058 0.0052 -0.0043
S -2.358741 -2.331285 -1.453386 -0.0130 0.0363 -0.0150
C -2.954802 -3.944101 -1.991731 0.0149 -0.0477 -0.0161
H -4.348866 -2.239030 -0.105383 -0.0021 0.0022 -0.0023
H -3.047410 -1.202928 0.513633 -0.0067 0.0061 0.0141
H -2.983172 -2.958704 0.786940 0.0016 0.0082 0.0034
H -2.679507 -4.719201 -1.276740 -0.0005 0.0091 -0.0006
H -2.493780 -4.172603 -2.952563 -0.0034 0.0138 0.0228
H -4.036300 -3.934863 -2.120207 0.0014 0.0115 0.0046
S 0.145132 -2.472547 1.630877 -0.0645 0.0673 -0.0546
C 0.847044 -1.581927 0.540675 0.1945 -0.1515 0.0343
N 1.395519 -0.858303 -0.227828 -0.1638 0.1824 -0.0393
```
Forces are in eV/Å.

> What is the formula in the second record?

C2H5NSi